Formula: C24H50N2O2P2Re
Source: the Open Molecules 2025 dataset
Level of theory: ωB97M-V/def2-TZVPD

```
81
Properties=species:S:1:pos:R:3:forces:R:3
Re 0.05526 0.08990 -0.29216 -0.13 -0.90 1.04
C -1.85553 -0.07864 -0.86924 -6.71 -0.15 -2.91
O -2.93096 -0.18350 -1.33448 5.23 0.43 2.57
C 1.89932 0.21862 0.54455 6.92 0.63 1.93
O 2.98290 0.31451 0.99302 -5.69 -0.61 -2.02
P 0.07022 -2.20870 0.27765 -0.01 -4.92 0.90
C 0.64099 -3.33851 -1.14228 0.00 0.17 -0.40
H 0.81332 -4.31994 -0.65771 -0.24 0.84 -0.06
C 1.31740 -2.84845 1.58892 0.22 0.52 -0.34
H 2.21610 -2.27914 1.29023 -0.11 -0.25 0.20
C -1.61550 -3.09107 0.50274 0.43 -0.19 -0.55
H -2.08023 -2.87109 -0.47508 0.11 -0.10 0.36
C -1.37885 3.28351 -1.35355 -0.56 -0.75 1.05
P 0.20490 2.26780 -1.11510 0.37 4.32 -3.31
H 1.07738 3.05400 -3.37708 -0.36 -0.82 0.39
H -2.01160 2.61044 -1.95810 0.30 0.20 0.04
C 1.58450 3.56944 -0.90123 0.49 -0.13 0.28
H 1.32137 4.29214 -1.68949 -0.10 -0.29 0.35
C 0.95852 -2.46969 3.01507 -0.09 -0.10 0.20
H 1.74272 -2.83280 3.69040 -0.20 0.16 -0.06
H 0.01486 -2.92667 3.33613 0.14 -0.03 0.00
H 0.89013 -1.39001 3.15556 0.17 0.25 0.13
C 1.67176 -4.35273 1.56311 -0.05 -0.10 -0.05
H 0.81318 -4.97595 1.85781 0.54 0.23 -0.14
H 2.46384 -4.50208 2.31747 -0.28 0.05 -0.32
H 2.07299 -4.70610 0.60130 -0.08 0.11 0.52
C -1.47324 -4.63194 0.63307 -0.07 -0.21 0.20
H -0.81887 -5.10368 -0.12325 -0.53 0.24 0.66
H -2.48889 -5.06158 0.51365 0.52 0.20 0.04
H -1.11164 -4.92844 1.63568 -0.34 0.21 -0.50
C -2.54298 -2.56825 1.56339 -0.13 -0.01 0.27
H -3.50437 -3.08123 1.47574 0.02 0.14 0.08
H -2.72449 -1.50457 1.44801 -0.33 0.37 -0.07
H -2.17704 -2.75569 2.57316 -0.01 -0.15 0.14
C -0.50503 -3.56538 -2.17222 -0.21 -0.05 -0.19
H -1.13456 -4.45973 -1.85541 0.87 1.24 -0.80
H -0.02632 -3.75389 -3.16064 -0.63 0.04 0.57
H -1.22197 -2.68871 -2.26265 0.82 -1.06 -0.22
C 2.02807 -2.88333 -1.64740 -0.19 -0.26 0.00
H 2.03514 -1.86260 -2.05970 0.10 -0.23 -0.10
H 2.36283 -3.57483 -2.43870 -0.03 0.34 0.26
H 2.77423 -2.91172 -0.82928 -0.32 -0.03 -0.45
C -1.11193 4.57106 -2.09225 0.09 0.32 -0.12
H -0.51478 4.42347 -2.98194 -0.01 0.07 -0.30
H -0.59663 5.30008 -1.46880 -0.08 0.07 0.08
H -2.06365 5.01235 -2.39322 0.03 -0.02 -0.02
C -2.18642 3.56314 -0.06623 0.21 0.00 0.14
H -1.61404 4.16064 0.66638 -0.24 0.05 -0.35
C 1.79267 1.00128 -2.90102 -0.15 -0.18 0.61
H -2.51185 2.64142 0.44995 -0.09 0.14 -0.25
H -3.09243 4.14064 -0.34086 0.43 -0.33 0.31
C -0.55119 1.61023 -3.76500 0.01 -0.11 -0.65
H 1.28233 0.23933 -2.25487 0.78 -0.18 -0.55
H 2.01013 0.56875 -3.88026 0.25 -0.15 0.18
H 2.69916 1.23369 -2.28324 -1.01 -0.32 -1.29
C 0.68882 2.07422 -3.00278 -0.01 -0.32 1.00
H -0.23606 1.04999 -4.64627 0.04 0.06 -0.17
H -1.17332 2.43508 -4.13456 0.24 -0.15 0.20
H -1.21594 0.92645 -3.21772 0.23 0.22 -0.02
C 3.00596 3.06345 -1.19968 0.19 0.08 -0.27
H 3.26658 2.18939 -0.57663 0.10 0.45 -0.32
H 3.72307 3.86445 -0.96222 -0.27 -0.24 0.01
H 3.14523 2.82508 -2.26510 0.21 0.46 0.68
C 1.62925 4.27940 0.42916 -0.17 0.15 0.34
H 1.92594 3.60011 1.23110 0.24 -0.05 0.14
H 0.68631 4.74950 0.70338 -0.10 0.24 0.01
H 2.40497 5.05171 0.38080 -0.27 -0.02 0.16
H -0.43953 -0.89441 -2.17118 1.56 -0.22 -0.20
H 0.37224 -1.04326 -2.35208 -1.74 0.35 0.77
C -1.84468 0.50021 4.93228 -0.65 -0.35 1.44
N -1.23310 0.84780 3.68046 0.24 2.41 0.67
C -0.85553 2.11571 3.34245 -1.82 -0.68 4.36
C -0.37392 2.07776 2.09946 1.70 -1.20 -5.03
N -0.49842 0.75696 1.65579 1.12 1.04 -1.96
C -0.97206 0.03782 2.65656 -0.25 -1.25 -0.43
H -1.17329 0.78988 5.74592 -0.10 -0.14 -0.03
H -2.78022 1.06112 5.03085 0.08 -0.16 0.02
H -2.04865 -0.57300 4.97408 0.07 0.21 -0.03
H -0.94476 2.97342 3.99839 -0.11 -0.10 0.21
H 0.12281 2.84654 1.46214 -0.60 -0.56 0.86
H -1.13296 -1.06115 2.65482 -0.02 1.07 0.09
```
Positions in Å, forces in eV/Å.

Properties
Energy relative to the best compared isomer or geometry (same formula, charge and spin) = 0.000 eV
Spin multiplicity = 4
Charge = +4
Orbital gap (alpha / beta) = 7.8944 / 3.8514 eV

Löwdin atomic charge list, values in e, 8 entries: number 1, Re, carries 0.98; number 2, C, carries -0.24; number 3, O, carries 0.22; number 4, C, carries -0.17; number 5, O, carries 0.21; number 6, P, carries 0.97; number 7, C, carries -0.50; number 8, H, carries 0.09

---

Formula: C24H50N4O20
Source: the Open Molecules 2025 dataset
Level of theory: ωB97M-V/def2-TZVPD

```
98
Properties=species:S:1:pos:R:3:forces:R:3
N -4.65879 3.72033 5.74555 -0.04 -0.14 -0.14
C -5.22356 2.60992 5.53438 0.01 0.06 0.10
N -6.53969 2.53527 4.96919 -0.04 0.24 0.10
N -4.54253 1.40525 5.90946 -0.20 -0.06 -0.18
C -4.61696 0.33138 4.90029 -0.16 0.16 0.15
C -4.05539 0.75841 3.55066 0.25 -0.20 -0.33
C -2.53698 1.01538 3.54082 -0.17 -0.47 0.52
C -2.06307 2.32908 4.14606 0.57 0.13 -0.05
N -2.48749 3.54101 3.42432 -0.50 0.10 0.12
C -2.89108 3.50751 2.12158 0.38 -0.32 0.06
O -3.92996 3.93872 1.68072 -0.22 0.49 0.00
O -1.96796 2.93427 1.31144 0.10 0.05 -0.27
H -5.30917 4.45778 5.47370 0.00 -0.01 0.02
H -6.54081 2.18124 4.02125 -0.02 0.00 0.00
H -7.16296 1.97721 5.54001 0.06 -0.18 -0.12
H -4.96564 1.07543 6.77221 0.25 0.02 0.11
H -4.02292 -0.50963 5.26946 -0.05 0.09 0.06
H -5.64874 -0.03142 4.78430 0.08 0.00 -0.14
H -4.60394 1.60690 3.12478 0.06 0.02 0.10
H -4.23217 -0.07801 2.86403 -0.09 0.11 0.05
H -2.14345 0.86435 2.53433 -0.09 0.19 0.06
H -2.08549 0.22256 4.15342 0.04 0.07 -0.12
H -2.44619 2.42579 5.16261 -0.03 0.04 -0.14
H -0.97037 2.31025 4.23172 -0.07 0.00 -0.15
H -3.12027 4.11824 3.96214 -0.09 -0.25 0.07
H -2.31626 3.03388 0.40944 -0.03 -0.21 0.15
C 0.23753 -0.48481 1.10650 0.02 0.19 0.00
O -0.33526 -1.66995 1.66546 -0.03 0.02 0.03
C 0.00276 -2.79942 1.04786 0.00 -0.08 0.05
O 0.71604 -2.89052 0.07986 -0.02 0.07 0.00
O -0.57620 -3.81337 1.68277 -0.01 0.02 0.00
C -0.29667 -5.10264 1.12277 -0.04 -0.19 0.02
H -0.12946 0.34018 1.70931 -0.02 -0.03 0.03
H 1.32477 -0.51580 1.15550 0.00 -0.06 -0.04
H -0.08475 -0.34912 0.07502 0.02 -0.05 -0.02
H 0.77166 -5.30773 1.15344 0.02 0.04 -0.04
H -0.65327 -5.15950 0.09655 0.04 0.03 -0.02
H -0.82826 -5.82445 1.73426 -0.03 0.05 0.03
C 6.01299 2.40476 -1.39434 0.05 0.08 0.03
O 4.78500 1.83021 -0.93141 -0.02 0.01 0.02
C 4.42654 0.71737 -1.56509 0.04 -0.01 -0.02
O 5.04227 0.19027 -2.45901 -0.21 0.22 0.10
O 3.28358 0.28256 -1.04822 -0.06 0.01 0.05
C 2.77322 -0.92157 -1.63913 -0.09 -0.08 -0.05
H 6.16860 3.29234 -0.78926 -0.04 -0.01 0.02
H 6.83745 1.70820 -1.25639 -0.01 -0.03 -0.04
H 5.93429 2.67802 -2.44446 0.01 -0.04 -0.02
H 3.47518 -1.74261 -1.50835 0.06 0.03 -0.04
H 2.57094 -0.77001 -2.69801 0.08 0.01 -0.02
H 1.85504 -1.15186 -1.11313 0.01 0.00 0.03
C -3.56060 5.10398 -1.40348 0.22 0.18 0.13
O -3.79981 3.81853 -1.99982 0.01 -0.09 0.00
C -3.82880 3.81631 -3.32960 0.01 0.02 0.06
O -3.68797 4.77179 -4.04590 -0.01 0.00 -0.02
O -4.04316 2.56262 -3.73931 0.01 -0.03 -0.01
C -4.10071 2.41389 -5.16007 -0.02 -0.08 -0.05
H -3.57743 4.93117 -0.33136 -0.10 0.00 -0.04
H -2.59137 5.49403 -1.71387 -0.09 0.02 -0.07
H -4.34144 5.81182 -1.67332 -0.02 -0.04 -0.09
H -3.16045 2.71759 -5.61628 -0.01 0.05 0.00
H -4.91537 3.00426 -5.57482 0.02 0.04 0.00
H -4.27758 1.35771 -5.33978 0.00 -0.01 0.04
C -3.38417 -9.99954 0.18348 -0.10 -0.03 -0.02
O -2.05889 -10.49589 -0.02873 0.01 -0.01 0.00
C -1.09444 -9.70249 0.43040 0.01 -0.03 -0.01
O -1.25650 -8.64591 0.98600 0.01 0.07 0.01
O 0.07876 -10.27477 0.17211 -0.01 -0.01 -0.01
C 1.21428 -9.52281 0.61082 0.10 -0.01 0.00
H -4.04926 -10.74616 -0.23892 0.04 -0.02 -0.01
H -3.58292 -9.88125 1.24671 0.02 0.04 0.00
H -3.52203 -9.04708 -0.32430 0.02 0.03 0.03
H 1.18736 -9.38281 1.68965 -0.03 0.03 0.00
H 1.24746 -8.55495 0.11414 -0.03 0.02 0.02
H 2.08279 -10.11168 0.33345 -0.03 -0.03 -0.02
C 10.16832 -4.39564 -2.67965 0.06 -0.08 0.02
O 8.81950 -4.33877 -3.14710 -0.03 0.00 0.00
C 8.34004 -3.09818 -3.28640 0.05 -0.03 0.01
O 8.95126 -2.08729 -3.05175 -0.01 0.01 0.00
O 7.09109 -3.17967 -3.72385 -0.06 0.01 -0.03
C 6.44419 -1.90828 -3.91567 0.04 -0.07 -0.13
H 10.41548 -5.45128 -2.61724 -0.04 -0.01 -0.01
H 10.83864 -3.89700 -3.37718 -0.01 0.04 0.02
H 10.25515 -3.93418 -1.69774 0.00 0.05 -0.02
H 6.97591 -1.32945 -4.66912 0.03 0.03 0.04
H 6.38624 -1.34934 -2.99110 0.14 -0.10 -0.02
H 5.44208 -2.13225 -4.26752 0.01 -0.08 0.03
C 0.43489 5.31339 -0.21592 0.00 -0.18 0.16
O 1.26158 5.99909 -1.15990 -0.05 0.07 -0.04
C 0.57264 6.70235 -2.05824 0.09 -0.03 0.00
O -0.62757 6.78239 -2.11631 0.01 0.03 -0.01
O 1.43343 7.29746 -2.88028 0.00 -0.01 0.03
C 0.81744 8.08713 -3.90345 0.03 0.06 -0.10
H 1.10666 4.77701 0.44693 0.06 0.03 -0.05
H -0.16495 6.01764 0.35734 -0.04 0.01 -0.05
H -0.21570 4.60609 -0.72760 -0.04 0.03 0.00
H 0.22673 8.88848 -3.46444 -0.04 -0.03 0.01
H 0.18341 7.46808 -4.53486 -0.04 0.00 0.03
H 1.63369 8.50215 -4.48651 0.03 -0.02 0.03
```
Positions in Å, forces in eV/Å.

Properties
SMILES string = [H]/N=C(\N)NCCCCNC(=O)O.COC(=O)OC.COC(=O)OC.COC(=O)OC.COC(=O)OC.COC(=O)OC.COC(=O)OC
Orbital gap = 9.8071 eV

Löwdin atomic charge list, values in e, 8 entries: number 1, N, carries 0.16; number 2, C, carries -0.52; number 3, N, carries 0.09; number 4, N, carries 0.00; number 5, C, carries -0.22; number 6, C, carries -0.18; number 7, C, carries -0.18; number 8, C, carries -0.17